No. 1
Computed, not measured: an isolated ion of composition C6H11NO5PS and charge +1 at a distorted geometry, with ωB97M-V/def2-TZVPD.

Computed properties:
Orbital gap (eV): 9.8
Relative energy (zero: lowest compared OMol25 entry of this formula, charge and spin) (eV): 1.898
SMILES: COC(=O)[N@+]1(P(O)(O)=S)CCCC1=O

ORCA input file:
```
! wB97M-V def2-TZVPD RIJCOSX def2/J DEFGRID3
* xyz 1 1
C 0.045 1.084 -0.892
C -0.631 -1.220 -0.313
C -0.363 2.409 -0.154
C -1.166 1.860 1.024
C -0.464 0.650 1.433
C -0.182 -3.240 -1.355
N 0.141 0.053 0.195
O 0.265 0.813 -2.043
O -1.816 -1.290 -0.262
O 2.496 -0.537 -1.156
O 2.621 0.965 0.704
O 0.264 -1.910 -0.826
P 2.006 -0.484 0.367
S 2.238 -1.878 1.666
H 0.577 2.975 0.126
H -1.003 3.057 -0.770
H -1.238 2.717 1.723
H -2.116 1.635 0.418
H 0.473 0.734 2.035
H -1.097 -0.251 1.914
H 0.812 -3.791 -1.165
H -0.534 -3.386 -2.323
H -0.955 -3.647 -0.560
H 2.648 -1.298 -1.733
H 2.781 1.327 -0.179
*
```

---

No. 2
Computed, not measured: one molecule with the formula C4H15NSi2 at a distorted geometry, with ωB97M-V/def2-TZVPD.

Computed properties:
Orbital gap (eV): 9.7
Relative energy (zero: lowest compared OMol25 entry of this formula, charge and spin) (eV): 2.737
SMILES: CC(C)(C)[Si@H](N)[SiH3]

ORCA input file:
```
! wB97M-V def2-TZVPD RIJCOSX def2/J DEFGRID3
* xyz 0 1
C 1.883 0.695 -1.106
C 0.323 -1.462 -0.817
C -0.677 0.679 -1.661
C 0.447 0.069 -0.797
N 1.070 -0.028 2.123
Si -2.284 -0.137 1.576
Si -0.122 0.521 0.975
H 2.163 1.644 -0.718
H 2.603 0.078 -0.768
H 2.051 0.775 -2.160
H 1.307 -1.973 -0.702
H 0.266 -1.841 -1.799
H -0.303 -2.042 -0.140
H -1.569 0.270 -1.217
H -0.691 1.791 -1.649
H -0.510 0.385 -2.751
H 1.947 -0.485 1.864
H 0.784 0.105 3.123
H -3.077 -1.028 0.870
H -1.809 -0.832 2.713
H -3.392 0.840 1.853
H -0.409 1.978 1.189
*
```